87
Properties=species:S:1:pos:R:3 method="wB97M-V/def2-TZVPD" homo_energy_ev=-10.0 lumo_energy_ev=-4.18 total_charge=+1 homo_lumo_gap_ev=5.83
Ta -0.237 -0.562 0.569
O -0.687 -1.757 -1.178
C -1.706 -2.167 -1.768
C -3.032 -1.844 -1.395
C -4.107 -2.335 -2.154
C -5.373 -1.970 -1.802
C -5.623 -1.131 -0.709
C -4.582 -0.644 0.039
C -3.255 -0.989 -0.283
O -2.269 -0.520 0.428
N -6.509 -2.467 -2.596
O -7.617 -2.119 -2.250
O -6.253 -3.188 -3.536
H -1.544 -2.795 -2.649
H -3.944 -2.986 -3.003
H -6.648 -0.882 -0.474
H -4.773 -0.010 0.895
C 3.429 0.535 -3.049
As 1.992 -0.524 -2.234
C 2.623 -2.324 -2.640
C 0.611 -0.283 -3.590
C 0.603 -0.923 -4.824
C -0.447 -0.735 -5.713
C -1.499 0.102 -5.375
C -1.503 0.751 -4.147
C -0.454 0.559 -3.252
As -0.492 1.342 -1.468
C -2.140 2.383 -1.525
C 0.840 2.758 -1.409
H 3.595 0.220 -4.079
H 4.345 0.396 -2.477
H 3.161 1.590 -3.037
H 3.085 -2.372 -3.625
H 1.787 -3.019 -2.585
H 3.356 -2.608 -1.886
H 1.420 -1.579 -5.100
H -0.441 -1.241 -6.670
H -2.318 0.255 -6.065
H -2.337 1.396 -3.903
H -3.014 1.733 -1.539
H -2.143 3.010 -2.415
H -2.179 3.031 -0.652
H 1.012 3.159 -2.406
H 1.765 2.360 -0.996
H 0.469 3.550 -0.759
O 5.634 -2.929 3.519
C 4.710 -2.514 2.892
S 3.458 -3.568 2.170
C 2.450 -2.267 1.594
C 2.834 -1.009 1.854
S 1.877 0.375 1.403
S 4.305 -0.778 2.762
S 1.053 -2.604 0.619
N -8.069 5.610 4.624
C -7.069 5.162 4.281
C -5.819 4.599 3.852
C -5.694 3.219 3.708
C -4.490 2.676 3.298
C -3.422 3.517 3.019
C -3.534 4.892 3.163
C -4.736 5.433 3.586
N -2.189 2.955 2.580
C -0.919 3.342 2.951
C -0.069 2.515 2.296
N -0.789 1.633 1.507
C -2.060 1.932 1.723
H -6.533 2.577 3.938
H -4.371 1.601 3.242
H -2.703 5.542 2.926
H -4.840 6.503 3.699
H -0.737 4.125 3.665
H 1.005 2.510 2.340
H -2.903 1.444 1.273
C -0.841 -0.995 2.669
C -1.418 -2.364 2.884
C -2.768 -2.624 2.651
C -3.299 -3.895 2.833
C -2.489 -4.931 3.267
C -1.148 -4.680 3.536
C -0.622 -3.415 3.344
H 0.020 -0.847 3.324
H -1.599 -0.259 2.939
H -3.424 -1.813 2.353
H -4.352 -4.069 2.647
H -2.898 -5.921 3.415
H -0.511 -5.475 3.902
H 0.426 -3.232 3.555

=====

88
Properties=species:S:1:pos:R:3 method="wB97M-V/def2-TZVPD" homo_energy_ev="-10.8 / -10.8" lumo_energy_ev="-4.40 / -4.36" total_charge=+1 homo_lumo_gap_ev="6.38 / 6.40"
Re 0.241 0.237 -0.048
C -0.281 3.375 -2.278
C 0.258 3.504 -0.890
C 0.651 4.714 -0.311
C 1.330 4.380 0.833
N 1.335 3.042 0.949
N 0.614 2.492 -0.080
B 2.360 2.107 1.645
N 3.026 1.276 0.484
C 4.257 1.462 -0.017
C 4.282 1.020 -1.324
C 2.985 0.580 -1.594
C 2.394 0.186 -2.903
N 2.256 0.706 -0.479
N 1.611 1.136 2.554
C 1.490 1.170 3.882
C 0.818 0.037 4.281
C 0.546 -0.667 3.110
C -0.044 -2.027 3.017
N 1.016 0.026 2.052
N 3.437 2.795 2.443
C 4.404 2.134 3.138
C 5.184 3.068 3.758
C 4.615 4.311 3.396
C 5.051 5.685 3.797
N 3.569 4.136 2.609
H 0.344 3.986 -2.932
H -1.300 3.753 -2.355
H -0.266 2.352 -2.636
H 0.488 5.698 -0.717
H 1.862 4.979 1.552
H 5.034 1.909 0.578
H 5.115 1.032 -2.004
H 3.062 -0.472 -3.455
H 2.242 1.085 -3.503
H 1.430 -0.303 -2.774
H 1.898 1.986 4.455
H 0.575 -0.264 5.285
H 0.647 -2.752 3.451
H -0.218 -2.304 1.991
H -0.977 -2.094 3.577
H 4.457 1.056 3.135
H 6.041 2.895 4.386
H 5.940 5.638 4.421
H 4.262 6.189 4.354
H 5.272 6.287 2.916
Cl -2.247 -3.627 0.345
C -0.791 -3.813 -0.554
C -0.607 -5.037 -1.172
C 0.599 -5.343 -1.774
C 1.652 -4.446 -1.702
C 1.460 -3.217 -1.107
Cl 2.821 -2.190 -0.909
C 0.202 -2.809 -0.603
N 0.017 -1.495 -0.227
H -1.414 -5.755 -1.144
H 0.736 -6.300 -2.257
H 2.630 -4.705 -2.081
N -2.633 -0.190 1.579
C -3.892 -0.504 0.962
C -3.939 -1.058 -0.312
C -5.153 -1.382 -0.895
C -6.344 -1.139 -0.220
C -6.306 -0.571 1.043
C -5.087 -0.258 1.630
H -2.744 0.607 2.193
H -2.256 -0.970 2.099
H -3.015 -1.219 -0.852
H -5.174 -1.823 -1.884
H -7.292 -1.384 -0.681
H -7.224 -0.383 1.585
H -5.064 0.167 2.628
F -8.028 4.500 -2.060
C -7.006 5.030 -1.381
F -6.716 6.214 -1.943
F -7.438 5.286 -0.135
C -5.801 4.127 -1.357
C -4.665 4.574 -0.689
C -3.552 3.761 -0.619
C -3.574 2.491 -1.213
C -4.717 2.057 -1.881
C -5.830 2.878 -1.953
C -2.431 1.654 -1.055
C -1.444 0.966 -0.875
H -4.661 5.549 -0.220
H -2.662 4.091 -0.098
H -4.735 1.073 -2.331
H -6.723 2.542 -2.461

=====

88
Properties=species:S:1:pos:R:3 method="wB97M-V/def2-TZVPD" homo_energy_ev=-10.4 lumo_energy_ev=-3.16 total_charge=+1 homo_lumo_gap_ev=7.21
In 0.709 1.245 -0.414
C 3.176 1.902 2.447
O 1.989 2.438 1.888
C 2.020 3.844 1.718
C 2.655 4.248 0.394
O 1.954 3.724 -0.719
C 1.103 4.621 -1.430
C -0.226 4.971 -0.781
O -1.095 3.859 -0.807
C -2.368 4.177 -0.280
H 3.392 2.371 3.412
H 4.037 2.028 1.784
H 2.999 0.839 2.598
H 2.563 4.323 2.541
H 0.979 4.168 1.751
H 3.667 3.840 0.342
H 2.723 5.340 0.338
H 0.897 4.116 -2.375
H 1.644 5.555 -1.614
H -0.672 5.795 -1.352
H -0.088 5.314 0.252
H -2.781 5.066 -0.769
H -2.327 4.349 0.800
H -3.025 3.332 -0.479
S 5.510 -4.886 2.536
N 4.194 -4.226 3.193
C 3.839 -3.214 2.423
C 2.738 -2.315 2.656
C 1.993 -2.315 3.837
C 0.976 -1.400 3.986
C 0.707 -0.537 2.926
N 1.406 -0.523 1.806
C 2.438 -1.363 1.664
C 3.305 -1.198 0.487
N 3.022 -0.206 -0.371
C 3.852 0.040 -1.370
C 5.018 -0.694 -1.590
C 5.319 -1.724 -0.733
C 4.456 -1.989 0.335
C 4.696 -3.041 1.294
N 5.679 -3.919 1.259
H 2.243 -3.022 4.618
H 0.410 -1.344 4.905
H -0.092 0.197 2.986
H 3.573 0.844 -2.039
H 5.655 -0.456 -2.429
H 6.212 -2.325 -0.840
O -3.189 1.546 2.231
C -3.327 0.665 1.456
O -2.280 0.342 0.561
C -4.468 -0.237 1.226
C -5.683 -0.170 1.889
C -6.673 -1.070 1.526
C -6.437 -2.033 0.549
C -5.209 -2.117 -0.094
C -4.230 -1.200 0.247
P -2.560 -0.939 -0.376
C -1.520 -2.317 0.051
C -0.494 -2.686 -0.817
C 0.277 -3.796 -0.513
C 0.009 -4.535 0.630
C -1.029 -4.170 1.482
C -1.801 -3.059 1.199
C -2.563 -0.517 -2.094
C -2.320 0.765 -2.571
C -2.449 0.998 -3.929
C -2.813 -0.028 -4.786
C -3.034 -1.313 -4.305
C -2.909 -1.566 -2.953
H -5.841 0.571 2.661
H -7.639 -1.024 2.010
H -7.221 -2.730 0.287
H -5.029 -2.879 -0.840
H -0.304 -2.110 -1.715
H 1.073 -4.086 -1.186
H 0.608 -5.407 0.861
H -1.244 -4.766 2.359
H -2.614 -2.777 1.858
H -1.992 1.556 -1.908
H -2.224 1.979 -4.321
H -2.897 0.168 -5.846
H -3.293 -2.112 -4.986
H -3.057 -2.566 -2.559
F 0.591 1.626 -3.222
B 1.072 0.354 -3.658
F 2.424 0.440 -3.942
F 0.883 -0.527 -2.525
F 0.328 -0.122 -4.721

=====

Listing ΔE to the lowest compared entry with this formula, charge and spin for the structures above in their given order: 1.893; 2.745; 0.630 eV.
Listing E for the structures above in their given order: -8146.6741; -3300.8774; -3379.6683 Eh.